C45H66NO7PSiTi as an isolated structure, computed with ωB97M-V/def2-TZVPD.

2S+1	3
ΔE to the lowest compared entry with this formula, charge and spin	0.2156	eV
E_LUMO (spin up / spin down)	0.35 / -1.27	eV
highest occupied orbital energy (spin up / spin down)	-7.9 / -8.5	eV
F_max	0.7	eV/A
⟨S²⟩	2.01
DFT total energy	-103840.213	eV

Each line ends with the Löwdin charge.
Geometry (Å):
Ti -0.8381 0.6666 -0.4208  1.11
C 2.4094 4.4847 -2.2240  -0.06
C 2.9330 4.2000 -0.8197  -0.38
C 4.3094 4.8456 -0.6233  -0.06
C 3.0167 2.7281 -0.4693  -0.19
C 2.8552 2.3341 0.8551  0.02
C 3.0163 1.0203 1.2592  -0.14
C 2.9356 0.6709 2.7355  -0.36
C 1.7637 1.3304 3.4606  -0.06
C 4.2505 1.0367 3.4334  -0.04
C 3.3403 0.0495 0.2962  -0.10
C 3.5003 0.4187 -1.0432  -0.12
C 3.3284 1.7553 -1.4019  0.02
C 3.9392 -0.5670 -2.1123  -0.37
C 3.1833 -0.3832 -3.4307  -0.07
C 5.4465 -0.4497 -2.3653  -0.05
C 3.7482 -1.3198 0.7585  -0.16
C 5.1114 -1.4365 1.0586  -0.03
C 5.6730 -2.5996 1.5478  -0.05
C 4.8643 -3.7047 1.7554  -0.06
C 3.5175 -3.6153 1.4636  -0.11
C 2.9338 -2.4446 0.9613  -0.25
P 1.1245 -2.5262 0.6674  1.32
C 0.8667 -3.6966 -0.7951  -0.64
C 1.9900 -4.7218 -0.9613  -0.08
C 0.8635 -2.7621 -2.0103  -0.08
C -0.4705 -4.4324 -0.7258  -0.08
C 0.3576 -3.1004 2.2748  -0.63
C -1.1551 -2.8560 2.1858  -0.09
C 0.6122 -4.5700 2.6375  -0.07
C 0.9156 -2.2003 3.3846  -0.07
H 2.3161 5.5621 -2.3709  0.08
H 1.4331 4.0357 -2.3920  0.06
H 3.0955 4.1147 -2.9892  0.08
H 2.2404 4.6563 -0.1049  0.14
H 5.0326 4.4072 -1.3149  0.08
H 4.6781 4.6889 0.3915  0.08
H 4.2644 5.9194 -0.8134  0.08
H 2.6073 3.0915 1.5906  0.12
H 2.8023 -0.4108 2.8130  0.10
H 1.8857 2.4137 3.5102  0.08
H 1.7160 0.9668 4.4889  0.08
H 0.8117 1.1143 2.9684  0.06
H 4.4176 2.1144 3.3795  0.08
H 5.1041 0.5409 2.9714  0.06
H 4.2185 0.7505 4.4866  0.08
H 3.4508 2.0348 -2.4409  0.11
H 3.7486 -1.5793 -1.7404  0.11
H 3.5340 0.5061 -3.9570  0.08
H 2.1101 -0.2740 -3.2754  0.06
H 3.3642 -1.2365 -4.0871  0.08
H 5.6958 0.5632 -2.6867  0.08
H 5.7578 -1.1412 -3.1506  0.08
H 6.0240 -0.6706 -1.4698  0.06
H 5.7322 -0.5629 0.9088  0.12
H 6.7308 -2.6414 1.7713  0.11
H 5.2750 -4.6298 2.1365  0.11
H 2.9060 -4.4919 1.6122  0.08
H 2.9660 -4.2524 -1.0722  0.08
H 1.7851 -5.2910 -1.8722  0.09
H 2.0353 -5.4316 -0.1343  0.07
H 1.7331 -2.1068 -2.0107  0.05
H -0.0280 -2.1377 -2.0299  0.06
H 0.8905 -3.3618 -2.9244  0.10
H -0.5214 -5.1392 0.1036  0.07
H -0.5798 -5.0045 -1.6511  0.10
H -1.3057 -3.7413 -0.6709  0.05
H -1.6399 -3.4793 1.4351  0.07
H -1.3595 -1.8062 1.9887  0.05
H -1.5958 -3.1029 3.1553  0.09
H 0.5549 -5.2436 1.7816  0.06
H -0.1528 -4.8831 3.3521  0.09
H 1.5771 -4.7010 3.1229  0.07
H 0.6939 -1.1514 3.1939  0.06
H 1.9927 -2.3230 3.5011  0.08
H 0.4411 -2.4852 4.3272  0.10
O -2.0312 -1.5667 -0.6589  -0.06
H -2.6235 -1.0017 -1.1849  0.03
H -2.4806 -1.6118 0.1979  0.04
O -0.8093 0.2180 1.4062  -0.34
O 0.4201 -0.2776 0.8208  -0.40
O -0.5216 2.3961 -3.0875  0.04
N 0.0956 1.8400 -2.1983  -0.39
O 0.0732 0.4508 -2.1084  -0.21
O -0.1063 2.3063 -0.8487  -0.19
C -4.5459 -0.0549 -3.1719  -0.08
C -4.9240 1.2814 -2.5183  -0.60
C -4.2407 2.4150 -3.3006  -0.08
C -6.4387 1.4935 -2.5746  -0.08
Si -4.2160 1.3363 -0.7716  0.54
O -2.6233 0.9774 -0.8876  -0.37
C -4.4157 3.0098 0.0310  -0.21
C -3.3033 3.8115 0.2910  -0.07
C -3.4453 5.0532 0.8974  -0.08
C -4.7038 5.5146 1.2498  -0.09
C -5.8228 4.7319 0.9978  -0.09
C -5.6762 3.4917 0.3964  -0.09
C -4.8668 -0.0017 0.3958  -0.20
C -5.8321 -0.9640 0.0986  -0.09
C -6.1257 -1.9928 0.9866  -0.08
C -5.4523 -2.0809 2.1945  -0.09
C -4.4925 -1.1298 2.5181  -0.09
C -4.2093 -0.1035 1.6297  -0.10
H -4.9403 -0.0947 -4.1923  0.09
H -4.9458 -0.9169 -2.6328  0.07
H -3.4601 -0.1606 -3.2422  0.08
H -4.5618 2.3884 -4.3469  0.09
H -3.1525 2.3243 -3.2813  0.07
H -4.5053 3.3928 -2.8937  0.08
H -6.7771 1.4578 -3.6149  0.09
H -6.7128 2.4727 -2.1775  0.07
H -6.9983 0.7364 -2.0206  0.07
H -2.3152 3.4782 -0.0090  0.09
H -2.5703 5.6612 1.0889  0.10
H -4.8148 6.4833 1.7203  0.10
H -6.8073 5.0874 1.2745  0.10
H -6.5586 2.8825 0.2298  0.10
H -6.3647 -0.9244 -0.8435  0.08
H -6.8778 -2.7282 0.7307  0.10
H -5.6774 -2.8835 2.8853  0.10
H -3.9688 -1.1848 3.4641  0.11
H -3.4556 0.6310 1.8968  0.11